(1)
DFT (ωB97M-V/def2-TZVPD) results for a cluster of 2 separate species, C5H13NO2 in total.

Geometry as XYZ:
```
21
Properties=species:S:1:pos:R:3:forces:R:3:nbo_charge:R:1
C 1.722644 2.807493 -0.422833 0.015 -0.984 -0.342 -0.4172
C 0.670290 2.128187 -0.846262 -2.239 0.369 0.426 -0.1529
C 0.146086 0.773875 -0.424797 0.517 1.080 0.721 -0.4476
C -0.740241 0.871049 0.874624 1.050 -2.288 -1.171 -0.0536
N -0.187056 1.725184 1.885074 -0.960 0.211 0.387 -0.8305
C -0.827989 -0.603682 1.373042 -0.113 0.189 0.962 -0.0690
O -1.167400 -1.584546 0.410622 0.502 0.284 0.332 -0.7059
H 1.836594 3.836729 -0.723857 0.320 0.069 0.248 0.2108
H 2.454450 2.260359 0.164244 0.365 0.439 -0.048 0.1842
H -0.159738 2.683018 -1.298598 0.535 0.198 -0.435 0.1824
H 1.002582 0.120686 -0.238409 -0.233 -0.296 0.070 0.2061
H -0.510081 0.362352 -1.182947 0.307 -0.231 -0.259 0.2264
H -1.774396 1.090808 0.593993 0.059 0.760 0.026 0.1660
H -0.428689 1.371457 2.802270 0.023 0.142 0.116 0.3559
H 0.806621 1.811033 1.831153 0.523 -0.003 -0.187 0.3668
H 0.103602 -0.952718 1.807485 0.467 0.281 -0.155 0.1726
H -1.523943 -0.596882 2.232430 -0.157 -0.204 -0.244 0.1459
H -2.063068 -1.416872 0.163455 -0.989 -0.025 -0.445 0.4595
O 0.447934 -4.464302 -2.608801 0.643 0.591 -0.699 -0.9465
H 1.216166 -5.045980 -2.566058 -0.475 -0.071 0.251 0.4732
H -0.268633 -4.806885 -2.089804 -0.159 -0.511 0.444 0.4736
```
Positions in Å, forces in eV/Å.

SMILES: C=CC[C@H](N)CO.O
Energy relative to the best compared isomer or geometry (same formula, charge and spin), kJ/mol: 238.0

(2)
DFT (ωB97M-V/def2-TZVPD) results for a cluster of 5 separate species, C23H27F32N2O5S in total.

Geometry as XYZ:
```
90
Properties=species:S:1:pos:R:3:forces:R:3:lowdin_charge:R:1
N 5.675553 -0.366274 -8.105882 -0.252 0.552 0.323 0.0468
C 5.696543 1.081778 -8.007605 0.043 -0.436 -0.817 -0.2104
C 4.945763 1.806124 -9.124163 -0.001 -0.259 0.220 -0.4596
O 5.553826 2.995838 -9.514933 -0.372 0.716 0.377 0.0171
C 3.493740 2.143051 -8.794223 0.031 -0.479 0.115 -0.2732
S 2.468446 0.773584 -9.342453 -0.167 0.129 -1.306 1.1393
N 0.884402 1.361995 -9.491580 0.852 -0.539 0.937 -0.1897
H 5.835110 -0.642056 -9.054594 0.221 -0.422 -0.465 0.0753
H 4.784609 -0.715563 -7.814832 -0.365 -0.583 0.280 0.0319
H 6.708825 1.401656 -8.106414 0.863 0.317 0.131 0.1201
H 5.340279 1.383056 -7.051886 -0.198 0.268 0.954 0.1086
H 4.941452 1.132404 -9.961514 -0.044 -0.518 -0.676 0.1189
H 6.223816 2.763666 -10.145758 0.679 0.171 -0.456 0.1080
H 3.338733 2.327768 -7.757106 -0.171 0.081 0.896 0.0943
H 3.218561 3.029817 -9.326348 -0.463 0.338 -0.673 0.1122
H 2.511008 -0.067643 -8.290780 -0.105 0.235 0.381 -0.0061
H 0.524543 1.537846 -8.562736 -0.297 0.464 0.245 0.0667
H 0.341624 0.578775 -9.834895 -0.256 -0.074 -0.562 0.0661
C 3.955523 -0.747459 -2.921951 0.344 0.370 0.340 -0.0409
C 3.802577 -1.075004 -4.418890 -0.064 -0.559 0.319 -0.4467
C 2.679234 -0.382692 -5.193336 -0.176 0.115 -0.170 -0.2653
F 1.466457 -0.654967 -4.715366 -0.031 -0.016 -0.055 0.1212
F 2.697136 -0.841767 -6.513471 0.158 0.213 0.409 0.0075
F 3.714257 -2.402854 -4.590390 -0.005 -0.048 -0.127 0.1508
F 4.948855 -0.659990 -5.027103 0.073 0.278 -0.119 0.1022
O 3.377815 -1.633030 -1.991278 -0.178 -0.268 -0.503 0.0605
C 2.055941 -1.531647 -1.635459 0.367 0.255 0.046 -0.5467
C 1.251485 -2.741473 -2.109953 -0.169 -0.431 0.032 -0.2727
F 1.378866 -2.911663 -3.442571 -0.043 0.061 0.018 0.0995
F -0.050415 -2.533040 -1.831838 -0.054 0.237 -0.097 0.0962
F 1.520556 -0.370439 -2.066054 -0.137 -0.016 -0.086 0.1453
F 2.006457 -1.523449 -0.299284 -0.102 -0.001 0.270 0.1714
H 5.022492 -0.833916 -2.731608 0.086 -0.063 -0.095 0.1552
H 3.694587 0.288322 -2.705011 -0.177 0.035 -0.163 0.1496
H 2.821791 0.701917 -5.204290 0.099 -0.047 -0.086 0.1718
H 1.588098 -3.648159 -1.604880 0.045 0.041 0.062 0.1831
C -2.799108 -3.663467 1.252695 0.290 0.292 0.322 -0.0492
C -2.425192 -4.341719 -0.077686 -0.414 -0.398 0.456 -0.4357
C -2.934664 -3.707212 -1.374463 0.161 0.109 -0.300 -0.3072
F -4.279635 -3.655066 -1.424308 0.059 -0.025 0.064 0.0991
F -2.509717 -4.457519 -2.422067 0.007 0.042 0.100 0.0939
F -2.764902 -5.644029 -0.029639 -0.008 -0.056 -0.121 0.1398
F -1.063763 -4.287451 -0.157713 0.089 0.089 0.026 0.0926
O -3.904047 -4.169645 1.979518 -0.039 -0.364 -0.500 0.0596
C -5.183735 -3.775639 1.698317 0.500 0.194 0.159 -0.5502
C -6.026821 -4.928581 1.151108 -0.249 -0.199 -0.009 -0.2851
F -5.453936 -5.475812 0.064469 -0.004 0.030 -0.034 0.1035
F -7.238615 -4.447657 0.798074 -0.066 0.036 -0.003 0.1034
F -5.203091 -2.701117 0.884283 -0.134 0.031 -0.117 0.1429
F -5.745483 -3.400379 2.860060 -0.212 0.093 0.199 0.1547
H -1.956099 -3.851371 1.912445 0.083 -0.099 -0.028 0.1490
H -2.856180 -2.584406 1.150821 -0.102 0.062 -0.261 0.1256
H -2.532853 -2.696735 -1.485947 -0.007 -0.012 0.038 0.1608
H -6.148587 -5.698313 1.915015 0.019 0.036 0.053 0.1778
C -4.972669 0.638820 2.442673 -0.259 -0.345 -0.422 -0.0365
C -5.355624 2.021258 2.999816 0.221 -0.386 0.455 -0.4476
C -4.518943 3.226897 2.563851 -0.052 0.310 -0.131 -0.3036
F -3.220177 3.094006 2.909993 -0.084 -0.054 -0.019 0.0915
F -5.000232 4.332647 3.173258 0.004 -0.078 -0.015 0.1038
F -5.417374 1.959389 4.343409 0.000 0.088 0.035 0.1411
F -6.612497 2.273737 2.546397 -0.092 0.059 -0.231 0.1114
O -4.167537 -0.207217 3.247028 -0.038 0.404 0.390 0.0525
C -2.808040 -0.104306 3.269622 -0.531 0.078 -0.421 -0.5392
C -2.294084 0.354214 4.633431 0.091 -0.109 0.537 -0.2801
F -2.858293 1.519912 4.998164 -0.011 0.058 -0.154 0.1042
F -0.955951 0.540278 4.572904 0.048 -0.086 -0.307 0.0940
F -2.356380 0.670749 2.265620 0.221 0.052 0.034 0.1493
F -2.322961 -1.346704 3.055655 0.300 -0.157 0.088 0.1407
H -5.912108 0.096236 2.370468 -0.081 0.018 0.074 0.1488
H -4.587546 0.707916 1.426357 0.152 0.195 0.011 0.1450
H -4.588206 3.367273 1.480879 0.010 -0.041 0.020 0.1723
H -2.512152 -0.391131 5.399390 -0.049 -0.093 -0.084 0.1794
C 2.562228 3.106102 8.067178 0.554 -0.158 -0.142 -0.0396
C 1.953026 4.176645 8.989780 -0.356 -0.088 -0.520 -0.4464
C 1.386798 3.726950 10.339347 0.028 0.068 0.327 -0.3040
F 0.388298 2.833046 10.196139 0.083 0.039 -0.028 0.0961
F 0.888436 4.809730 10.979687 0.044 -0.037 -0.063 0.1000
F 1.027879 4.880187 8.306889 -0.027 0.059 0.064 0.1350
F 2.968294 5.031896 9.291858 0.198 -0.017 0.140 0.1055
O 1.755435 2.572327 7.030779 -0.376 0.379 0.210 0.0524
C 0.891993 1.535850 7.259536 0.396 0.079 0.190 -0.5478
C -0.565941 1.979846 7.103976 -0.527 0.199 -0.017 -0.2868
F -0.845699 3.019663 7.908830 0.083 -0.016 0.090 0.1088
F -1.403355 0.965605 7.444763 0.221 -0.169 -0.030 0.0966
F 1.118684 0.961114 8.453469 -0.140 -0.093 0.105 0.1521
F 1.137099 0.604889 6.320594 -0.032 -0.213 -0.142 0.1484
H 3.352998 3.623088 7.529500 -0.007 0.117 -0.018 0.1476
H 3.051710 2.317417 8.636170 -0.164 -0.041 0.192 0.1461
H 2.176023 3.288159 10.957105 -0.005 -0.005 -0.041 0.1736
H -0.775251 2.275121 6.080934 0.171 0.004 -0.122 0.1525
```
Positions in Å, forces in eV/Å.

Charge: +1

Number 1: Kohn-Sham gap 0.3653 Eh, largest force on an atom 0.054 hartree/bohr. Number 2: Kohn-Sham gap 0.3237 Eh, largest force on an atom 0.027 hartree/bohr.